Computed, not measured: a 3-piece molecular cluster, C19H40F3N2O13P2 overall in a non-equilibrium geometry, with ωB97M-V/def2-TZVPD.

Structure (XYZ):
```
79
Properties=species:S:1:pos:R:3:forces:R:3
C -5.16328 -1.23747 -1.27009 0.189 -0.055 0.141
C -4.72380 0.01260 -0.42898 -0.623 -0.763 -0.075
C -3.71832 -0.33160 0.72779 0.552 0.691 -0.446
C -2.36299 0.45847 0.49696 -0.978 -0.783 0.241
C -1.72331 -0.09632 -0.80889 0.774 0.834 0.263
C -0.26743 0.41489 -1.07138 0.034 -1.322 -0.697
C 0.42921 -0.56925 -2.10502 1.302 1.083 0.375
C 0.25829 -0.11789 -3.59075 -0.258 0.047 0.053
C -0.91509 -0.81822 -4.38868 -0.609 0.778 -0.486
C -0.39983 -1.03634 -5.85701 0.882 0.691 0.571
O -1.44325 -1.25273 -6.81750 0.195 0.578 0.312
N -1.87304 -2.57204 -6.82548 -0.402 -0.570 0.820
O -3.01914 -2.64198 -6.58656 0.279 -0.098 -0.681
N -1.47571 -2.02295 -3.78119 0.293 -1.018 -1.086
C -0.63052 -3.19403 -3.91745 1.670 1.483 0.960
O -0.98020 -4.21530 -2.94143 -0.808 0.135 -1.409
C -2.08345 -4.90787 -3.30200 -0.286 -1.002 1.089
F -2.01690 -5.47431 -4.53083 0.035 0.517 0.449
F -3.23636 -4.22269 -3.22083 0.624 -0.210 -0.241
F -2.19497 -5.94675 -2.41153 0.098 0.619 -0.561
C -2.10147 0.23352 -4.52192 -2.699 0.978 0.034
O -1.92292 1.26883 -5.18939 1.847 -0.043 -0.355
O -3.22943 0.01689 -3.98440 1.452 -1.189 0.615
H -5.95052 -0.95525 -2.00717 0.602 -0.221 0.474
H -4.30198 -1.65963 -1.84213 -0.618 0.433 0.334
H -5.56069 -2.05783 -0.61859 0.217 0.676 -0.382
H -4.27099 0.72495 -1.15278 -0.322 -0.295 0.598
H -5.65900 0.46303 -0.00992 0.771 -0.129 -0.271
H -4.13186 -0.10876 1.74146 0.188 -0.105 -0.761
H -3.46073 -1.41481 0.70346 -0.271 0.570 0.050
H -2.59269 1.54947 0.46018 0.242 -0.653 -0.205
H -1.72326 0.29948 1.39740 -0.108 0.078 -0.757
H -2.31451 0.15376 -1.72771 0.180 -0.328 0.800
H -1.67597 -1.21103 -0.71683 -0.084 0.733 -0.003
H -0.24936 1.41400 -1.55691 -0.141 -0.409 0.598
H 0.37201 0.42922 -0.15496 -0.696 0.071 -0.482
H 1.52387 -0.48961 -1.87305 -0.748 -0.202 -0.250
H 0.15631 -1.62311 -1.88959 0.003 0.621 -0.231
H 1.20930 -0.17847 -4.18006 -0.530 -0.235 0.630
H 0.01162 0.97184 -3.56918 0.219 -0.806 -0.245
H 0.42209 -1.79355 -5.92064 -0.754 0.162 -0.048
H 0.07137 -0.06703 -6.13780 -0.617 -0.645 0.083
H -1.80273 -1.87692 -2.83172 0.011 0.066 -0.290
H -0.55598 -3.59204 -4.94959 -0.551 0.041 0.654
H 0.41697 -2.89045 -3.62884 -0.530 -0.759 -0.144
C 6.07202 -0.66424 1.36178 -0.066 -0.449 0.383
O 5.76184 0.72180 1.40797 -1.620 1.228 1.900
P 4.31500 1.23892 0.70111 1.694 -1.323 -8.238
O 4.20281 0.16841 -0.34368 -0.319 -0.096 1.422
O 5.07653 2.54935 0.07240 -0.300 0.417 1.491
C 5.89619 3.35760 0.91847 0.252 0.012 -0.197
O 2.79896 1.90147 0.36549 0.819 -0.349 3.398
C 2.44220 3.08218 1.09899 -0.256 0.274 -0.155
H 6.84539 -0.85848 2.10732 -0.062 0.201 0.072
H 5.20011 -1.27301 1.59997 0.083 -0.080 -0.224
H 6.45948 -0.92401 0.37767 -0.268 0.073 -0.060
H 6.93882 3.05391 0.81096 -0.028 -0.005 0.132
H 5.60134 3.27573 1.96618 0.130 0.087 0.014
H 5.80000 4.39680 0.60442 -0.101 -0.044 -0.046
H 2.82744 3.96441 0.58367 0.082 -0.025 0.033
H 2.83868 3.04596 2.11605 -0.148 0.165 0.039
H 1.35592 3.14850 1.14666 0.043 -0.158 0.010
C 0.20852 3.91371 4.77747 0.403 0.383 -0.108
O 0.23023 2.87580 5.74630 2.337 -0.948 1.443
P 0.38477 1.27339 5.20693 -8.183 -0.208 -4.256
O -0.27245 1.53359 3.87703 1.396 0.308 0.032
O -0.73671 0.79691 6.30503 1.494 -0.081 0.930
C -0.56183 1.14165 7.68175 -0.305 0.172 0.099
O 0.66707 -0.34373 4.76773 2.924 1.146 1.815
C 1.25772 -1.19608 5.75917 -0.130 -0.304 -0.007
H 0.41686 4.85419 5.29098 0.090 -0.140 0.169
H 0.97146 3.75889 4.01441 -0.225 0.024 -0.136
H -0.77849 3.97305 4.32109 0.093 -0.275 -0.101
H -1.13726 2.04106 7.90594 0.128 0.021 0.027
H 0.48801 1.31296 7.92607 -0.066 0.043 0.128
H -0.93841 0.32312 8.29460 0.021 -0.059 -0.110
H 0.47621 -1.61696 6.39462 0.012 0.057 0.045
H 1.97696 -0.65181 6.37440 0.055 -0.200 0.058
H 1.77521 -2.00976 5.25257 -0.008 0.085 -0.042
```
Forces are in eV/Å.

As for the net charge: -1. The calculation puts the HOMO energy at -0.146 Ha. For the frontier orbital gap, the calculation gives 2.89 eV. As for the spin multiplicity: 1.